Record 1
The following is a quantum chemistry calculation of an isolated molecule of C34H35BO3 at a distorted geometry, from the Open Molecules 2025 dataset.

Atoms and positions in Å:
O (-0.45071, -1.92951, 0.36694)
O (-1.32259, -0.47346, 1.92245)
O (-0.32016, 2.10781, -2.63870)
C (-0.40684, 3.91965, 0.51926)
C (-0.05424, 3.04200, -1.65445)
C (2.95470, -0.66111, 2.37483)
C (3.96421, -2.31420, 0.89452)
C (-1.76690, 0.42362, -3.44313)
C (-1.96582, 0.02080, -5.88987)
C (3.54149, 1.98058, 0.22308)
C (-1.55002, -2.72673, 1.06122)
C (-1.38653, 0.70552, -4.79608)
C (3.08454, 0.95303, -0.71432)
C (-3.59626, -0.90661, 1.31074)
C (1.75082, 0.10092, 2.62322)
C (-1.12030, 1.06719, -2.28513)
C (-2.34828, -1.57750, 1.89426)
C (0.25147, 4.29313, -2.17085)
C (-0.71449, -3.58565, 2.02502)
C (-2.28063, -3.50043, -0.07016)
C (-3.04727, -0.84935, -5.67817)
C (0.16985, 5.40157, -1.30279)
C (-2.82873, -0.49461, -3.27340)
C (-1.10238, 0.63641, -1.00612)
C (-0.26604, 5.19694, 0.00735)
C (2.82928, -1.68175, 1.39275)
C (4.24211, -0.31439, 2.88087)
C (5.34974, -1.03244, 2.38832)
C (5.23687, -1.99902, 1.38900)
C (1.87173, 0.28042, -0.53731)
C (-0.44674, 1.37969, 0.12307)
C (-0.23703, 2.81681, -0.31813)
C (1.50367, 1.48339, 1.50548)
C (0.81673, 0.54611, 0.53080)
C (-3.44039, -1.14284, -4.35859)
C (2.66963, 2.27290, 1.27517)
C (-2.65549, -1.85322, 3.38456)
B (-0.49437, -0.68552, 0.83156)
H (4.48112, 2.56240, 0.05519)
H (-3.19771, -0.62552, -2.23570)
H (-1.18736, 1.49106, 0.94042)
H (-1.48851, -0.37981, -0.91767)
H (3.81923, -3.10224, 0.14031)
H (3.82618, 0.73218, -1.52188)
H (6.08554, -2.56979, 1.04364)
H (-0.64175, 1.50998, -4.96365)
H (1.82199, -1.88498, 0.99680)
H (0.03534, -4.14999, 1.44836)
H (-0.61125, 3.76747, 1.59171)
H (-3.39093, -0.31417, 0.41013)
H (-0.14868, -2.87036, 2.68541)
H (1.71292, -0.54623, -1.25567)
H (-1.58153, 0.16977, -6.92812)
H (0.31318, 6.38714, -1.72707)
H (-4.38871, -1.62279, 1.08573)
H (1.81699, 0.75577, 3.52003)
H (6.34081, -0.84722, 2.84603)
H (3.00746, 3.02418, 2.03041)
H (0.70014, -0.57757, 2.62671)
H (-1.76951, -2.12930, 3.97453)
H (-1.58556, -4.23481, -0.52901)
H (-3.05595, -0.92480, 3.83668)
H (-3.12573, -4.15245, 0.22697)
H (0.36078, 4.37515, -3.22699)
H (-1.30535, -4.31951, 2.60784)
H (-0.51721, 6.07345, 0.60019)
H (-3.55550, -1.31354, -6.53443)
H (-4.02111, -0.24379, 2.09947)
H (0.82626, 1.96046, 2.21547)
H (-2.71258, -2.88362, -0.89716)
H (-3.42421, -2.63939, 3.56840)
H (-4.23064, -1.88936, -4.18064)
H (4.35727, 0.51209, 3.58028)

Values from the calculation:
E_tot ... -1567.0513 Ha
Charge ... 0
Frontier orbital gap ... 7.227 eV
SMILES ... CC1(C)OB([C@]2([C@@H]3C=C(c4ccccc4)Oc4ccccc43)C=CC=C[C@@H]2Cc2ccccc2)OC1(C)C
HOMO level ... -6.668 eV

Record 2
The following is a quantum chemistry calculation of a structure of composition C34H35BrCaClN6O5PTe, from the Open Molecules 2025 dataset.

Atoms and positions in Å:
Te (2.40519, -2.67500, -3.96236)
Br (4.66082, 4.22179, 3.08468)
Ca (0.71360, -0.15016, -0.58215)
Cl (1.23681, 2.21285, 0.80531)
P (2.75714, -0.37697, -3.55195)
O (-0.93777, -0.31966, -1.95785)
O (2.16435, 0.44732, -4.81164)
O (0.54726, -2.17015, 0.73365)
O (4.34421, -0.01048, -3.61586)
O (2.29708, 0.25537, -2.27890)
N (-6.36804, 1.31298, 1.89702)
N (3.92235, -2.37600, 5.06462)
N (4.52426, -1.36986, 5.51206)
N (2.94518, -1.00341, 0.43142)
N (-6.40444, -0.24768, 0.30053)
N (-1.43764, 0.06450, 1.02508)
C (-3.61419, -0.89735, 0.92239)
C (-10.03614, 1.33214, 1.30200)
C (5.12742, -0.37890, -4.74095)
C (2.71020, -1.68605, 1.57069)
C (-2.23397, -0.98496, 0.84328)
C (-3.35967, 1.42049, 1.43905)
C (3.28107, -2.44039, 3.82240)
C (-8.85230, 1.71514, 1.90488)
C (-7.71434, 0.13987, 0.46360)
C (4.94927, -1.29213, 2.31474)
C (4.12826, -0.48100, 0.22114)
C (1.81204, 1.82741, -4.61048)
C (1.38545, -2.32713, 1.65983)
C (-4.19072, 0.33452, 1.20409)
C (0.32851, 1.95725, -4.34337)
C (1.16656, -3.12269, 2.80813)
C (2.09244, -3.16082, 3.83644)
C (-10.05934, 0.36515, 0.28643)
C (-3.03287, 0.64407, -2.60892)
C (3.66126, -1.79399, 2.59861)
C (-8.89880, -0.24872, -0.15010)
C (4.48375, -0.08493, 4.88169)
C (5.71751, 1.93283, 4.39473)
C (4.57705, 2.47768, 3.83317)
C (5.18486, -0.64571, 1.13273)
C (5.66012, 0.65395, 4.92720)
C (-2.58163, -1.81976, -2.83952)
C (-1.95263, -0.41952, -2.86120)
C (3.33391, 0.50397, 4.34996)
C (-5.65007, 0.49539, 1.17382)
C (6.58178, -0.15060, -4.39099)
C (-7.67123, 1.11297, 1.47595)
C (3.37890, 1.77874, 3.80814)
C (-1.98775, 1.23798, 1.33006)
H (-6.02750, -0.83422, -0.42458)
H (-1.79974, -2.56382, -2.99753)
H (-2.58905, 1.64094, -2.65265)
H (6.86322, -0.77177, -3.54001)
H (-4.21479, -1.78364, 0.75666)
H (-8.82771, 2.46263, 2.68702)
H (6.16396, -0.24683, 0.90076)
H (2.38920, 2.24387, -3.78305)
H (0.23077, -3.66197, 2.88218)
H (2.09933, 2.34341, -5.53058)
H (-3.35433, -1.94244, -3.60795)
H (-11.00530, 0.09378, -0.16501)
H (-3.84927, 0.58982, -3.33976)
H (6.53679, 0.20263, 5.37607)
H (6.63925, 2.49894, 4.41352)
H (2.40438, -0.04857, 4.31089)
H (-0.24491, 1.57212, -5.18894)
H (4.82989, 0.22633, -5.60435)
H (5.74453, -1.41984, 3.03746)
H (-8.91669, -0.99494, -0.93407)
H (-1.58891, -0.26023, -3.89919)
H (1.87237, -3.70917, 4.74689)
H (-1.73048, -1.91513, 0.61042)
H (-3.03029, -2.00265, -1.85645)
H (2.50723, 2.19674, 3.31800)
H (0.04956, 1.39011, -3.45317)
H (-3.44693, 0.50746, -1.60403)
H (6.75661, 0.89339, -4.12592)
H (4.94097, -1.42891, -4.98591)
H (-3.78093, 2.39169, 1.65867)
H (4.24724, 0.07906, -0.69966)
H (0.06593, 3.00739, -4.18888)
H (-1.28385, 2.05447, 1.45269)
H (-10.96739, 1.78731, 1.61539)
H (7.22177, -0.40831, -5.23822)

Values from the calculation:
E_tot ... -6342.9278 Ha
ΔE to the lowest compared entry with this formula, charge and spin ... 0.144 eV
Charge ... -2
Frontier orbital gap ... 5.877 eV
HOMO level ... -2.260 eV

Record 3
The following is a quantum chemistry calculation of a structure of composition C34H35EuFN6O6 at a distorted geometry, from the Open Molecules 2025 dataset.

Atoms and positions in Å:
Eu (7.76744, -9.22375, 21.41755)
F (10.92535, -7.50328, 15.12174)
O (3.91102, -11.33325, 24.48817)
O (5.83763, -9.78251, 20.42982)
O (10.13315, -9.54842, 21.32656)
O (6.54959, -10.66630, 23.22075)
O (7.86592, -8.54767, 19.07274)
O (4.19319, -10.69535, 19.24063)
N (7.33422, -6.94701, 22.10945)
N (10.40704, -9.71131, 13.32319)
N (12.34672, -9.91031, 11.25235)
N (6.24166, -10.30020, 15.68653)
N (9.39499, -11.59281, 20.48556)
N (8.30762, -11.50559, 21.26846)
C (10.93071, -9.83264, 10.79062)
C (6.02830, -11.78103, 23.03702)
C (11.59528, -11.80862, 18.91509)
C (5.30895, -10.13242, 19.29755)
C (7.56068, -3.50078, 21.55675)
C (4.74120, -12.17917, 23.84986)
C (7.51246, -9.77267, 15.62620)
C (5.58983, -10.30755, 16.87709)
C (3.38001, -10.21616, 23.70127)
C (7.03371, -4.41621, 22.65856)
C (4.94425, -9.92127, 13.43486)
C (12.49571, -10.72589, 12.52987)
C (9.92707, -8.39222, 15.40643)
C (9.16817, -8.30302, 16.56794)
C (7.35287, -9.13732, 18.04122)
C (7.15208, -5.82637, 22.38434)
C (5.18070, -14.56193, 23.34646)
C (8.32259, -9.93418, 14.47968)
C (6.07388, -9.83421, 18.05162)
C (9.55963, -9.32283, 14.34997)
C (11.84863, -9.89528, 13.61008)
C (10.05032, -9.24240, 11.94752)
C (13.42941, -9.71498, 18.62417)
C (6.12131, -14.18637, 22.39820)
C (7.49678, -12.57716, 21.22182)
C (4.45961, -13.52843, 23.96659)
C (6.50528, -12.85266, 22.20048)
C (12.51241, -9.71101, 19.67243)
C (12.61247, -11.89413, 17.96531)
C (10.28547, -10.57605, 20.55521)
C (11.48347, -10.66905, 19.75003)
C (13.51301, -10.83044, 17.79391)
C (5.52304, -10.86087, 14.50809)
C (8.04827, -9.10026, 16.70089)
H (4.14357, -9.43958, 23.52446)
H (8.50160, -3.87488, 21.15951)
H (9.00571, -9.49894, 11.73378)
H (10.89696, -12.62770, 19.00367)
H (10.87300, -9.18288, 9.92236)
H (9.49951, -7.68467, 17.39258)
H (11.89027, -10.43056, 14.57852)
H (10.12832, -8.14874, 11.89203)
H (4.73206, -11.41027, 15.05762)
H (12.65665, -8.93779, 11.45676)
H (3.04544, -10.59223, 22.73261)
H (5.48823, -10.00906, 12.49940)
H (4.59523, -10.71229, 16.78853)
H (10.64490, -10.85348, 10.50744)
H (5.95868, -4.25006, 22.92846)
H (11.99297, -11.68703, 12.38330)
H (3.90710, -10.11186, 13.25204)
H (7.61417, -13.28568, 20.41419)
H (6.55048, -14.94895, 21.71835)
H (12.39015, -8.93998, 13.75839)
H (12.94573, -10.28751, 10.51851)
H (13.58035, -10.80627, 12.66966)
H (6.13427, -11.67226, 14.10220)
H (6.87516, -3.43843, 20.71125)
H (5.06070, -8.85956, 13.67382)
H (12.43711, -8.87716, 20.38408)
H (2.51581, -9.78185, 24.25033)
H (7.62583, -4.22828, 23.61304)
H (14.08325, -8.83547, 18.43791)
H (5.04278, -15.59577, 23.58729)
H (14.27163, -10.82094, 17.00838)
H (3.65133, -13.72691, 24.64360)
H (7.76667, -2.48951, 21.96818)
H (12.57757, -12.78347, 17.33282)
H (7.93248, -10.58197, 13.69346)

Values from the calculation:
E_tot ... -2906.5440 Ha
ΔE to the lowest compared entry with this formula, charge and spin ... 0.641 eV
Charge ... +1
Multiplicity ... 7
Frontier orbital gap (spin up / spin down) ... 3.989 / 3.995 eV
HOMO level (spin up / spin down) ... -7.401 / -7.407 eV
Expectation value of S² ... 12.01

Record 4
The following is a quantum chemistry calculation of a structure of composition C34H35N2NiO4S3, from the Open Molecules 2025 dataset.

Atoms and positions in Å:
Ni (0.14692, 0.42967, 0.10084)
S (2.19868, -0.28253, 2.65970)
S (-0.66773, -3.04963, 0.07318)
S (0.81101, 2.74418, 0.35385)
O (1.93423, -0.33625, -0.59316)
O (-1.75540, 0.93272, 0.52074)
O (0.89310, 0.16090, 2.09966)
O (-0.56606, -1.71700, 0.72871)
N (0.58688, -0.96931, -2.37382)
N (-0.37817, -0.19565, -1.72625)
C (1.62317, 3.53868, -0.97921)
C (4.04689, -1.78815, -1.60183)
C (1.13741, 3.47879, -2.29413)
C (-2.28400, -3.67608, 0.52565)
C (3.63477, -3.54735, -3.70146)
C (0.59314, 0.19388, 6.32790)
C (2.87175, 4.96438, -3.08230)
C (3.37386, 5.02741, -1.78669)
C (-3.95107, 1.65656, 0.14703)
C (-4.05125, -5.26252, 0.24037)
C (4.87982, -3.49644, -3.08091)
C (-4.72209, -4.69188, 1.31423)
C (-4.17941, -3.59801, 1.97556)
C (2.09273, -2.10280, 2.69100)
C (2.60436, -2.72145, -3.27631)
C (-2.95354, -3.08008, 1.57878)
C (2.98709, 0.20860, 6.59531)
C (2.76481, 4.32380, -0.75609)
C (3.13928, 0.03540, 5.22577)
C (-2.68524, 0.98512, -0.33538)
C (1.69776, -0.96331, -1.69214)
C (5.08128, -2.61369, -2.02957)
C (2.80144, -1.83155, -2.22040)
C (0.73848, 0.02086, 4.95848)
C (-1.55745, -0.16141, -2.26847)
C (2.35233, -2.65375, 1.29116)
C (0.25335, -4.17710, 1.15877)
C (-2.82584, -4.74876, -0.16289)
C (-2.66224, 0.48511, -1.63862)
C (-1.79251, -0.84910, -3.58987)
C (1.76752, -4.04136, 1.00207)
C (1.74979, 4.17925, -3.32391)
C (2.01197, -0.07454, 4.42651)
C (1.71351, 0.28248, 7.14508)
H (-4.72059, 1.68612, -0.62421)
H (3.15956, 4.37629, 0.25194)
H (3.46672, -4.23797, -4.51986)
H (-3.57276, 0.56111, -2.21722)
H (-2.51664, -2.20731, 2.05309)
H (2.81143, -2.46294, 3.43130)
H (-2.81401, -0.68234, -3.93166)
H (1.59420, 0.42376, 8.21232)
H (3.34831, 5.51164, -3.88718)
H (2.03109, -4.28988, -0.02992)
H (-3.70518, 2.67427, 0.45532)
H (5.68527, -4.13729, -3.42025)
H (-4.48587, -6.10170, -0.28747)
H (-2.29468, -5.17520, -1.00781)
H (1.95868, -1.94292, 0.56155)
H (-0.39730, 0.27383, 6.75816)
H (4.25220, 5.62963, -1.57792)
H (-0.07764, -5.18469, 0.89642)
H (-1.08504, -0.49048, -4.33788)
H (3.85959, 0.30204, 7.22960)
H (1.34113, 4.12056, -4.32738)
H (1.07617, -2.28369, 3.04970)
H (-4.71394, -3.14445, 2.80043)
H (4.18076, -1.09442, -0.78097)
H (2.23414, -4.79678, 1.64181)
H (-0.10017, -3.94590, 2.16717)
H (1.62931, -2.74909, -3.74617)
H (4.12599, -0.00687, 4.77594)
H (-5.67666, -5.09529, 1.62928)
H (-0.11554, -0.01040, 4.29099)
H (-1.61445, -1.92137, -3.48378)
H (6.04840, -2.56122, -1.54222)
H (3.42998, -2.69270, 1.11790)
H (-4.33441, 1.12890, 1.02350)
H (0.26420, 2.86696, -2.49076)

Values from the calculation:
E_tot ... -4430.0168 Ha
Charge ... -1
Multiplicity ... 3
Frontier orbital gap (spin up / spin down) ... 5.469 / 5.482 eV
HOMO level (spin up / spin down) ... -3.359 / -3.373 eV
Expectation value of S² ... 2.01